106
Properties=species:S:1:pos:R:3 method="wB97M-V/def2-TZVPD" multiplicity=1 total_charge=0 e_above_lowest_kcal_mol=442.7 orbital_gap_ev=6.3 homo_energy_ev=-7.0
O -3.527 -2.697 -0.843
O 0.543 -0.327 5.442
O 4.885 3.230 -4.086
O -4.011 0.368 -4.011
O 1.689 2.120 4.180
O -0.588 -4.574 1.819
O 2.982 -0.765 2.263
O 0.845 -0.583 -0.175
O 0.312 2.886 -1.932
O -2.130 0.655 -0.651
O 2.733 1.285 -1.068
N -1.479 3.202 -0.429
N 3.282 4.750 -3.274
N -2.376 -3.111 1.656
N -2.870 0.336 1.494
N -1.521 -3.268 3.593
N -1.519 -0.764 1.046
N -1.078 -0.834 3.761
N 0.420 4.131 0.082
N 2.690 2.652 -3.424
N 0.434 -0.069 3.172
C 3.166 -1.940 2.682
C -0.255 3.480 -0.820
C -2.397 1.960 -3.906
C -4.268 -2.910 -3.024
C -2.270 -0.024 -5.435
C 3.715 3.133 4.136
C 3.350 -2.129 4.168
C -4.060 -2.098 -1.791
C 2.066 -2.743 2.092
C 2.488 2.208 2.073
C 3.640 3.562 -3.586
C 0.162 -0.819 4.243
C -2.766 0.516 -4.151
C 2.769 2.053 3.568
C 3.973 0.751 -0.980
C -0.116 -2.544 -1.229
C -2.472 -0.233 0.325
C -1.486 -3.749 2.371
C 0.579 -0.480 -2.480
C -5.411 -1.477 -1.410
C 0.874 -1.346 -1.184
H 1.018 -2.356 2.248
H -3.328 -3.265 2.044
H 4.044 5.451 -3.187
H 4.749 1.463 -0.862
H -0.791 -0.978 0.334
H -1.790 2.455 -1.074
H -6.142 -2.276 -1.292
H -0.025 -3.190 -2.087
H 1.735 2.946 -3.151
H 1.865 -1.785 -1.292
H 0.050 4.728 0.752
H 3.190 4.066 4.100
H -3.546 1.100 1.155
H 0.387 -1.122 -3.351
H -2.620 -1.072 -5.662
H 2.634 -1.508 4.762
H -3.310 -1.284 -1.965
H -1.935 -1.798 1.325
H 4.026 2.934 5.236
H 2.112 -3.818 2.461
H -4.365 1.226 -4.133
H -3.583 -3.774 -3.047
H 3.868 -0.421 2.320
H -3.576 -0.297 1.982
H 2.323 5.091 -3.440
H 1.846 1.410 1.737
H -0.773 -3.701 4.200
H 3.355 1.158 3.728
H -2.654 2.509 -4.808
H 1.495 -0.005 -2.793
H -2.325 -3.581 0.761
H -5.799 -0.785 -2.121
H -1.705 -0.861 4.649
H 3.925 0.270 -0.038
H -2.857 2.443 -3.027
H 3.426 2.016 1.507
H -1.301 -1.959 3.526
H -2.594 0.607 -6.300
H -5.334 -3.231 -3.118
H -1.121 -2.181 -1.214
H 2.185 3.191 1.834
H 2.802 1.736 -3.837
H -1.329 2.045 -3.753
H 0.003 -3.198 -0.373
H 1.445 0.144 -0.291
H -4.147 -3.357 -0.552
H -2.452 -3.428 4.075
H -2.279 -0.137 -3.451
H 1.874 2.350 5.104
H 4.229 -0.042 -1.674
H -0.191 0.275 -2.395
H 4.394 -1.954 4.366
H 4.007 -2.263 2.028
H -2.064 3.910 0.072
H 1.233 -0.600 2.789
H 4.650 3.379 3.628
H 2.734 2.001 -1.738
H -5.287 -0.951 -0.466
H 1.432 4.207 -0.205
H 2.126 -2.781 1.002
H -4.008 -2.329 -3.898
H -1.176 -0.090 -5.463
H 1.096 0.683 3.579
H 3.163 -3.184 4.491

98
Properties=species:S:1:pos:R:3 method="wB97M-V/def2-TZVPD" multiplicity=1 total_charge=0 smiles=COC[C@H](C)N.COC[C@H](C)N.COC[C@H](C)N.COC[C@H](C)N.CO.CO.CO.CO.CO e_above_lowest_kcal_mol=15.2 orbital_gap_ev=9.3 homo_energy_ev=-9.0
O -4.206 0.740 2.733
O 1.939 2.045 -3.468
O -0.605 -5.402 1.426
O -1.184 4.146 -0.851
O 3.772 1.531 2.116
O -1.960 -0.954 -2.436
O 4.407 -1.045 -2.169
O 0.490 -0.368 -0.948
O -0.029 -4.892 -2.976
N -2.947 3.181 5.213
N -1.853 1.576 -1.255
N 3.039 1.193 -0.932
N 1.434 -4.397 4.242
C -2.517 2.770 -3.294
C -1.358 2.357 -2.396
C 1.174 -5.084 2.951
C -0.169 -4.555 2.482
C -0.556 5.301 -0.345
C -3.334 1.722 3.272
C 3.518 2.333 -1.729
C 0.374 -1.052 0.285
C -0.520 3.581 -1.988
C 1.668 1.917 -4.850
C 3.333 2.075 -3.203
C 3.475 -1.995 -1.728
C 0.543 -3.689 -2.452
C 1.178 -6.566 3.266
C -5.066 3.330 4.005
C -3.103 -1.351 -3.153
C -3.936 2.397 4.497
C -1.737 -4.869 0.769
C 3.122 0.730 3.120
C -3.783 0.256 1.476
C 4.964 2.643 -1.313
H 2.902 3.184 -1.409
H 5.590 1.782 -1.546
H -2.352 2.602 5.786
H -5.587 3.707 4.883
H 3.367 -0.327 3.003
H -3.419 -2.352 -2.846
H -2.735 -0.069 1.534
H 1.084 -3.449 4.310
H -0.447 4.364 -2.746
H 2.471 -1.647 -2.000
H -3.160 2.492 2.505
H -2.326 2.281 -0.693
H 1.301 -7.204 2.392
H 0.582 1.972 -4.954
H 3.858 1.175 -3.536
H -0.151 -0.777 -1.544
H 0.715 -2.090 0.163
H -2.599 -4.912 1.447
H -0.018 -3.557 2.043
H -2.405 3.794 4.622
H -2.397 1.201 3.524
H -1.514 -3.842 0.467
H 2.049 0.989 -0.983
H 1.595 -3.589 -2.707
H -5.705 2.732 3.355
H 2.060 0.902 2.969
H -2.211 -0.168 -1.907
H 0.135 -4.906 -3.922
H 1.950 -4.803 2.233
H -0.060 -2.857 -2.825
H 0.452 3.210 -1.645
H -3.235 1.957 -3.403
H -4.447 1.709 5.170
H -3.064 3.659 -2.961
H 1.986 -6.843 3.950
H -1.999 -5.514 -0.066
H -3.003 -1.302 -4.240
H 3.344 1.251 0.032
H -0.901 5.476 0.681
H -0.898 6.160 -0.928
H -4.676 4.185 3.450
H 3.735 2.960 -3.721
H 3.436 1.054 4.114
H 0.288 -6.786 3.859
H 0.520 5.155 -0.210
H -3.989 -0.726 -2.969
H 4.689 1.238 2.088
H -0.917 -4.508 3.281
H 4.103 -0.174 -1.848
H -1.027 1.257 -0.749
H 5.296 3.588 -1.732
H 4.892 2.757 -0.229
H -0.662 -1.135 0.632
H 0.470 -3.752 -1.368
H -2.159 3.083 -4.279
H 3.444 -2.101 -0.631
H -4.493 -0.540 1.273
H 2.420 -4.366 4.464
H 1.983 0.933 -5.209
H 2.099 2.744 -5.420
H -0.701 1.725 -3.000
H 1.001 -0.621 1.062
H 3.659 -2.991 -2.124
H -3.790 1.021 0.690

102
Properties=species:S:1:pos:R:3 method="wB97M-V/def2-TZVPD" multiplicity=1 total_charge=0 smiles="NC(N)=O.NC(N)=O.NC(N)=O.CC(C)O.CC(C)O.CC(C)O.CC(C)O.CC(C)O.CO.CO.CO" e_above_lowest_kcal_mol=276.5 orbital_gap_ev=8.1 homo_energy_ev=-8.6
O -2.465 1.646 -4.183
O -3.353 4.523 2.284
O 0.998 -4.679 2.384
O -3.184 -5.372 0.566
O 3.880 1.334 -2.360
O 4.267 -0.712 0.850
O 0.365 -0.321 -0.880
O 3.985 1.334 2.702
O -0.684 -2.109 -2.928
O 3.095 3.198 -0.744
O -4.461 2.833 0.336
N -3.654 0.559 0.881
N -2.982 -1.899 -2.278
N -0.416 0.784 -3.504
N -2.030 0.750 -2.064
N -4.444 0.985 -1.086
N -2.004 -3.711 -1.824
C 4.039 1.939 -4.627
C 2.945 -4.120 1.890
C 3.158 -1.163 0.111
C 1.325 -2.467 3.026
C 0.869 2.727 -0.602
C 1.497 -3.632 1.995
C -2.498 4.889 1.445
C -0.491 -0.395 0.254
C -1.237 4.213 1.726
C -2.577 -5.433 2.738
C -2.765 -3.389 1.343
C 3.290 1.421 -3.441
C 2.781 0.036 -3.844
C -3.330 -4.793 1.644
C 2.142 3.445 1.441
C 2.769 0.883 3.206
C -4.277 1.439 0.066
C -1.872 -2.530 -2.338
C -1.602 1.120 -3.216
C -2.260 6.417 1.441
C 2.245 2.763 0.082
H -2.776 -4.086 -1.288
H 2.165 0.562 2.304
H -2.861 4.633 0.437
H -1.650 -3.403 1.187
H -0.943 4.273 2.790
H 4.159 0.729 1.937
H -2.861 -6.487 2.869
H -1.262 3.168 1.444
H 3.366 -4.827 2.642
H -4.845 1.718 -1.671
H 0.012 -0.387 1.209
H 2.135 1.659 3.606
H -4.405 -4.676 1.805
H -1.141 -1.246 0.176
H -3.444 -6.305 0.668
H 2.026 -1.663 2.864
H -3.207 6.897 1.580
H 0.262 0.474 -2.846
H -4.101 4.100 1.843
H 2.542 2.094 -3.228
H -1.795 6.797 0.517
H 2.866 0.173 4.022
H 2.037 -0.450 -3.136
H 0.483 3.671 -0.973
H 1.095 -3.347 0.968
H 0.042 2.377 0.042
H -2.707 -5.061 3.725
H 0.093 -0.980 -1.525
H 0.736 -5.267 1.663
H 2.973 -0.542 -0.766
H 3.361 -2.092 -0.342
H 1.829 4.560 1.375
H 0.329 -1.996 2.851
H -2.953 1.007 -1.631
H 5.066 -0.987 0.404
H 4.612 0.717 -2.457
H 0.900 2.122 -1.450
H 3.311 2.056 -5.447
H 2.926 -4.641 0.938
H -4.708 0.016 -1.373
H 2.236 -1.163 0.680
H 2.253 0.123 -4.768
H 3.578 -0.635 -3.798
H 1.494 -2.849 4.080
H 2.536 1.759 0.211
H -3.226 -2.957 0.413
H -1.473 0.211 -1.444
H 4.784 1.166 -5.049
H -3.822 -2.200 -1.785
H -3.292 0.808 1.880
H 1.347 2.956 2.023
H -0.273 0.855 -4.527
H -3.054 -0.992 -2.770
H -1.531 -5.557 2.388
H -3.535 -0.368 0.599
H 3.205 2.590 -1.531
H -2.958 -2.509 2.027
H -1.079 -4.187 -1.896
H -0.517 4.658 1.142
H -1.614 6.883 2.207
H 3.599 -3.294 1.667
H -1.088 0.526 0.540
H 3.144 3.434 1.941
H 4.557 2.871 -4.459

Repeat the second record exactly.
98
Properties=species:S:1:pos:R:3 method="wB97M-V/def2-TZVPD" multiplicity=1 total_charge=0 smiles=COC[C@H](C)N.COC[C@H](C)N.COC[C@H](C)N.COC[C@H](C)N.CO.CO.CO.CO.CO e_above_lowest_kcal_mol=15.2 orbital_gap_ev=9.3 homo_energy_ev=-9.0
O -4.206 0.740 2.733
O 1.939 2.045 -3.468
O -0.605 -5.402 1.426
O -1.184 4.146 -0.851
O 3.772 1.531 2.116
O -1.960 -0.954 -2.436
O 4.407 -1.045 -2.169
O 0.490 -0.368 -0.948
O -0.029 -4.892 -2.976
N -2.947 3.181 5.213
N -1.853 1.576 -1.255
N 3.039 1.193 -0.932
N 1.434 -4.397 4.242
C -2.517 2.770 -3.294
C -1.358 2.357 -2.396
C 1.174 -5.084 2.951
C -0.169 -4.555 2.482
C -0.556 5.301 -0.345
C -3.334 1.722 3.272
C 3.518 2.333 -1.729
C 0.374 -1.052 0.285
C -0.520 3.581 -1.988
C 1.668 1.917 -4.850
C 3.333 2.075 -3.203
C 3.475 -1.995 -1.728
C 0.543 -3.689 -2.452
C 1.178 -6.566 3.266
C -5.066 3.330 4.005
C -3.103 -1.351 -3.153
C -3.936 2.397 4.497
C -1.737 -4.869 0.769
C 3.122 0.730 3.120
C -3.783 0.256 1.476
C 4.964 2.643 -1.313
H 2.902 3.184 -1.409
H 5.590 1.782 -1.546
H -2.352 2.602 5.786
H -5.587 3.707 4.883
H 3.367 -0.327 3.003
H -3.419 -2.352 -2.846
H -2.735 -0.069 1.534
H 1.084 -3.449 4.310
H -0.447 4.364 -2.746
H 2.471 -1.647 -2.000
H -3.160 2.492 2.505
H -2.326 2.281 -0.693
H 1.301 -7.204 2.392
H 0.582 1.972 -4.954
H 3.858 1.175 -3.536
H -0.151 -0.777 -1.544
H 0.715 -2.090 0.163
H -2.599 -4.912 1.447
H -0.018 -3.557 2.043
H -2.405 3.794 4.622
H -2.397 1.201 3.524
H -1.514 -3.842 0.467
H 2.049 0.989 -0.983
H 1.595 -3.589 -2.707
H -5.705 2.732 3.355
H 2.060 0.902 2.969
H -2.211 -0.168 -1.907
H 0.135 -4.906 -3.922
H 1.950 -4.803 2.233
H -0.060 -2.857 -2.825
H 0.452 3.210 -1.645
H -3.235 1.957 -3.403
H -4.447 1.709 5.170
H -3.064 3.659 -2.961
H 1.986 -6.843 3.950
H -1.999 -5.514 -0.066
H -3.003 -1.302 -4.240
H 3.344 1.251 0.032
H -0.901 5.476 0.681
H -0.898 6.160 -0.928
H -4.676 4.185 3.450
H 3.735 2.960 -3.721
H 3.436 1.054 4.114
H 0.288 -6.786 3.859
H 0.520 5.155 -0.210
H -3.989 -0.726 -2.969
H 4.689 1.238 2.088
H -0.917 -4.508 3.281
H 4.103 -0.174 -1.848
H -1.027 1.257 -0.749
H 5.296 3.588 -1.732
H 4.892 2.757 -0.229
H -0.662 -1.135 0.632
H 0.470 -3.752 -1.368
H -2.159 3.083 -4.279
H 3.444 -2.101 -0.631
H -4.493 -0.540 1.273
H 2.420 -4.366 4.464
H 1.983 0.933 -5.209
H 2.099 2.744 -5.420
H -0.701 1.725 -3.000
H 1.001 -0.621 1.062
H 3.659 -2.991 -2.124
H -3.790 1.021 0.690